Entry 1:
{"formula": "C56H65NO3", "method": "the ωB97M-V functional and the def2-TZVPD basis", "multiplicity": 1, "total_energy_ev": -66753.141, "molar_mass_g_mol": 800.14, "orbital_gap_ev": 9.38, "species": ["O", "O", "O", "N", "C", "C", "C", "C", "C", "C", "C", "C", "C", "C", "C", "C", "C", "C", "C", "C", "C", "C", "C", "C", "C", "C", "C", "C", "C", "C", "C", "C", "C", "C", "C", "C", "C", "C", "C", "C", "C", "C", "C", "C", "C", "C", "C", "C", "C", "C", "C", "C", "C", "C", "C", "C", "C", "C", "C", "C", "H", "H", "H", "H", "H", "H", "H", "H", "H", "H", "H", "H", "H", "H", "H", "H", "H", "H", "H", "H", "H", "H", "H", "H", "H", "H", "H", "H", "H", "H", "H", "H", "H", "H", "H", "H", "H", "H", "H", "H", "H", "H", "H", "H", "H", "H", "H", "H", "H", "H", "H", "H", "H", "H", "H", "H", "H", "H", "H", "H", "H", "H", "H", "H", "H"], "xyz": [[7.776, 0.613, -1.101], [9.359, -1.967, -0.825], [6.425, 0.327, 0.866], [8.896, -0.294, 1.000], [-0.011, -0.725, -6.245], [8.586, 5.788, -3.796], [-5.903, 0.765, 8.371], [-3.641, -3.578, -5.614], [2.203, -0.054, 5.049], [0.171, 1.055, -4.621], [1.252, -1.190, -5.877], [-3.858, 0.120, 2.334], [-5.008, 0.111, 3.123], [-5.535, 2.296, 6.539], [7.723, 0.211, 0.185], [-10.024, -4.245, -0.217], [-8.370, -5.983, 0.061], [9.035, 4.567, -4.300], [-7.372, -5.016, 0.177], [1.773, 1.016, 4.264], [-0.242, 3.772, -0.564], [1.430, 0.584, -4.247], [1.400, -0.521, 6.090], [-3.946, -0.155, 0.969], [0.222, 3.728, 0.750], [5.436, -0.649, 0.300], [3.971, -0.180, 0.869], [-5.183, -0.445, 0.396], [-0.550, 0.398, -5.619], [-1.404, 5.399, 1.381], [1.971, -0.537, -4.876], [-6.247, -0.170, 2.547], [8.592, -3.057, -0.198], [-6.335, 1.831, 7.582], [-0.355, 4.545, 1.722], [2.749, -1.240, 0.611], [-4.300, 1.699, 6.287], [0.170, 0.082, 6.348], [7.839, 3.406, -2.552], [3.195, -2.814, 0.513], [-4.882, -3.811, -7.674], [-3.301, -2.272, -5.967], [9.918, -1.034, 0.166], [7.386, 4.626, -2.050], [-3.746, -1.738, -7.176], [1.808, -0.831, -0.701], [-1.288, 4.630, -0.907], [-4.538, -2.506, -8.029], [-4.430, -4.347, -6.469], [-9.697, -5.598, -0.131], [7.758, 5.818, -2.674], [-7.701, -3.662, 0.096], [-1.871, 5.440, 0.067], [-0.263, 1.148, 5.559], [0.538, 1.613, 4.516], [-9.026, -3.278, -0.106], [-3.870, 0.629, 7.073], [8.659, 3.376, -3.679], [-6.334, -0.451, 1.183], [-4.672, 0.162, 8.113], [9.354, 0.578, 1.395], [-5.251, -0.666, -0.667], [-11.057, -3.945, -0.372], [6.744, 4.649, -1.173], [-4.693, -5.366, -6.195], [-10.475, -6.352, -0.214], [8.880, 6.716, -4.279], [-3.476, -0.722, -7.454], [9.678, 4.544, -5.176], [-1.648, 4.666, -1.931], [1.539, 0.310, -0.546], [-0.247, 1.931, -4.135], [0.210, 3.138, -1.322], [2.029, -1.154, 1.560], [3.695, 0.823, 0.300], [-8.114, -7.038, 0.122], [-3.050, -0.144, 0.354], [0.011, 4.516, 2.744], [-5.502, -4.409, -8.336], [-9.281, -2.223, -0.175], [-2.910, 0.160, 6.873], [3.370, -3.107, -0.617], [-0.452, -0.278, 7.162], [3.163, -0.523, 4.850], [-5.873, 3.125, 5.923], [-6.525, 0.405, 9.185], [-7.143, -0.172, 3.160], [-6.924, -2.909, 0.189], [2.246, -3.448, 0.860], [7.946, -3.550, -1.072], [5.765, -1.733, 0.612], [7.404, 6.768, -2.285], [0.870, -1.545, -0.646], [-6.339, -5.316, 0.330], [2.399, 1.383, 3.455], [5.445, -0.590, -0.887], [-1.858, 6.033, 2.139], [9.247, -3.865, 0.346], [-2.689, -1.671, -5.300], [-4.939, 0.324, 4.187], [-1.223, 1.617, 5.757], [-1.532, 0.763, -5.908], [4.055, 0.078, 2.020], [4.122, -3.107, 1.167], [2.479, -1.002, -1.648], [7.782, -2.677, 0.591], [-4.338, -0.673, 8.724], [1.675, -2.061, -6.370], [0.200, 2.442, 3.899], [2.953, -0.903, -4.586], [-7.296, 2.300, 7.780], [-7.298, -0.674, 0.735], [-3.291, -3.995, -4.674], [9.006, 2.425, -4.074], [10.698, -1.533, 0.910], [-4.886, -2.090, -8.970], [-2.893, 0.342, 2.783], [-2.689, 6.105, -0.198], [1.035, 3.057, 1.017], [1.990, 1.091, -3.466], [10.525, -0.208, -0.436], [1.735, -1.356, 6.701], [-3.673, 2.066, 5.478], [-0.574, -1.238, -7.020], [7.551, 2.478, -2.064]]}

Entry 2:
{"formula": "C41H45N7O4", "method": "the ωB97M-V functional and the def2-TZVPD basis", "multiplicity": 1, "total_energy_ev": -61865.325, "molar_mass_g_mol": 699.86, "orbital_gap_ev": 9.90, "species": ["O", "O", "O", "O", "N", "N", "N", "N", "N", "N", "N", "C", "C", "C", "C", "C", "C", "C", "C", "C", "C", "C", "C", "C", "C", "C", "C", "C", "C", "C", "C", "C", "C", "C", "C", "C", "C", "C", "C", "C", "C", "C", "C", "C", "C", "C", "C", "C", "C", "C", "C", "C", "H", "H", "H", "H", "H", "H", "H", "H", "H", "H", "H", "H", "H", "H", "H", "H", "H", "H", "H", "H", "H", "H", "H", "H", "H", "H", "H", "H", "H", "H", "H", "H", "H", "H", "H", "H", "H", "H", "H", "H", "H", "H", "H", "H", "H"], "xyz": [[-2.664, 4.523, -0.153], [2.133, 8.471, -1.150], [1.990, 6.390, -1.767], [-2.085, 6.596, -0.503], [-3.545, 3.737, -4.138], [0.742, -5.815, 4.509], [-7.655, 4.801, -0.695], [5.420, -7.503, 5.024], [0.213, 1.616, -1.836], [1.986, -2.644, 1.199], [1.438, -4.387, -1.911], [2.753, -4.473, -3.915], [3.905, -4.675, -3.171], [-0.065, 7.753, -1.248], [-7.143, 7.094, -1.176], [0.522, -2.944, 3.076], [0.179, -7.781, 5.760], [-5.837, 6.911, -0.747], [1.359, -6.599, 3.627], [0.797, 0.810, -2.722], [0.824, -0.571, -2.607], [0.889, -3.158, 1.757], [-0.369, 1.039, -0.783], [4.774, -6.352, 4.838], [-5.811, 2.973, -3.957], [7.350, -6.503, 4.011], [1.439, 7.572, -1.359], [2.760, -1.883, 1.970], [3.808, -4.729, -1.791], [-1.459, 4.834, -2.115], [-5.951, 3.010, -5.335], [1.342, -2.153, 3.863], [0.165, -6.411, 5.552], [-2.124, 5.267, -0.860], [-3.698, 3.765, -5.461], [0.826, -8.579, 4.830], [-8.007, 6.011, -1.128], [0.215, -1.151, -1.506], [-5.449, 5.662, -0.291], [2.556, -4.582, -1.214], [-6.395, 4.647, -0.288], [2.486, -1.608, 3.302], [-0.395, -0.330, -0.572], [-4.873, 3.415, -6.107], [6.660, -5.316, 3.823], [6.685, -7.561, 4.612], [1.429, -7.979, 3.738], [2.082, 5.383, -0.749], [5.343, -5.236, 4.244], [-4.592, 3.346, -3.412], [-0.748, 6.989, -0.105], [1.552, -4.333, -3.238], [0.217, -2.227, -1.380], [-6.627, 2.665, -3.318], [-4.436, 5.473, 0.050], [1.133, 4.874, -0.631], [1.093, -1.964, 4.899], [7.186, -8.509, 4.776], [-0.255, 8.807, -1.139], [-9.039, 6.109, -1.450], [-1.322, 3.759, -2.142], [4.767, -4.328, 4.116], [1.944, -8.565, 2.990], [-0.838, 1.720, -0.079], [0.280, -3.776, 1.103], [-0.377, -3.389, 3.476], [-4.437, 3.336, -2.338], [3.643, -1.476, 1.489], [-0.217, 6.100, 0.214], [-5.129, 7.731, -0.769], [2.785, -4.424, -4.995], [-6.136, 3.651, 0.056], [-0.464, 5.276, -2.127], [-4.942, 3.459, -7.185], [-7.484, 8.054, -1.540], [8.380, -6.607, 3.698], [-2.015, 5.152, -2.984], [-0.505, 7.429, -2.186], [7.142, -4.467, 3.356], [-0.331, -5.748, 6.253], [4.865, -4.786, -3.661], [-6.887, 2.728, -5.800], [-2.828, 4.086, -6.026], [-0.881, -0.742, 0.302], [2.430, -4.619, -0.142], [-0.304, -8.211, 6.627], [-0.872, 7.625, 0.762], [3.746, -6.334, 5.185], [3.152, -0.985, 3.883], [2.772, 4.640, -1.123], [1.312, -1.177, -3.359], [2.468, 5.779, 0.186], [0.626, -4.168, -3.779], [0.860, -9.654, 4.955], [1.820, -6.083, 2.790], [1.265, 1.306, -3.566], [4.683, -4.881, -1.173]]}

Entry 3:
{"formula": "C22H31N5O5", "method": "the ωB97M-V functional and the def2-TZVPD basis", "multiplicity": 1, "total_energy_ev": -41007.194, "de_lowest_ev": 0.611, "molar_mass_g_mol": 445.52, "orbital_gap_ev": 8.69, "species": ["O", "O", "O", "O", "O", "N", "N", "N", "N", "N", "C", "C", "C", "C", "C", "C", "C", "C", "C", "C", "C", "C", "C", "C", "C", "C", "C", "C", "C", "C", "C", "C", "H", "H", "H", "H", "H", "H", "H", "H", "H", "H", "H", "H", "H", "H", "H", "H", "H", "H", "H", "H", "H", "H", "H", "H", "H", "H", "H", "H", "H", "H", "H"], "xyz": [[2.197, 1.603, -2.064], [3.986, -3.048, -0.535], [-1.768, 2.142, 6.695], [3.368, -2.704, -4.133], [-3.961, 0.389, 3.493], [-1.673, 1.655, 4.537], [5.916, -2.407, -1.496], [2.499, -1.422, -2.490], [-4.021, 1.695, 1.668], [-1.306, 2.027, -1.279], [4.553, -2.282, -1.307], [-1.144, 1.197, 0.788], [-0.937, 1.120, 2.270], [-2.083, -0.037, -2.557], [-3.279, 3.357, 5.330], [-2.304, -1.984, -1.115], [2.071, 0.480, -1.183], [-2.031, 1.785, 3.116], [1.394, -0.689, -1.893], [-1.920, -1.217, 0.003], [3.454, -0.049, -0.830], [0.999, -2.634, -4.146], [2.365, -2.258, -3.591], [-3.427, 1.228, 2.775], [-2.189, 2.328, 5.565], [-1.598, 0.152, -0.130], [6.693, -3.494, -0.916], [3.802, -1.080, -1.917], [-1.693, 0.714, -1.438], [-0.983, 2.308, 0.034], [-5.325, 1.248, 1.182], [-2.385, -1.398, -2.391], [-0.999, 0.950, 4.789], [-2.040, 2.844, 2.864], [0.022, 1.584, 2.505], [-5.200, 0.360, 0.560], [-4.173, 2.857, 4.962], [7.749, -3.391, -1.184], [-5.971, 0.994, 2.026], [1.108, -3.396, -4.923], [-1.215, 2.694, -2.033], [-0.872, 0.068, 2.551], [0.516, -1.756, -4.580], [-2.937, 4.106, 4.620], [0.369, -3.035, -3.348], [-2.685, -1.997, -3.242], [-2.141, 0.424, -3.532], [0.685, -0.321, -2.639], [-2.540, -3.033, -0.991], [0.863, -1.325, -1.176], [4.202, 0.747, -0.773], [1.514, 0.771, -0.287], [2.704, 2.315, -1.641], [-1.867, -1.682, 0.977], [-3.508, 3.841, 6.279], [4.422, -0.614, -2.689], [-5.800, 2.036, 0.596], [6.333, -4.461, -1.284], [-3.490, 2.319, 1.082], [6.613, -3.481, 0.176], [3.403, -0.535, 0.151], [-0.647, 3.268, 0.407], [6.314, -1.881, -2.268]]}

Entry 4:
{"formula": "C46H45Cl2CsN2OP2SSi", "method": "the ωB97M-V functional and the def2-TZVPD basis", "multiplicity": 1, "total_energy_ev": -116345.520, "de_lowest_ev": 0.308, "molar_mass_g_mol": 967.79, "orbital_gap_ev": 6.22, "species": ["Cs", "Cl", "Cl", "S", "P", "P", "Si", "O", "N", "N", "C", "C", "C", "C", "C", "C", "C", "C", "C", "C", "C", "C", "C", "C", "C", "C", "C", "C", "C", "C", "C", "C", "C", "C", "C", "C", "C", "C", "C", "C", "C", "C", "C", "C", "C", "C", "C", "C", "C", "C", "C", "C", "C", "C", "C", "C", "H", "H", "H", "H", "H", "H", "H", "H", "H", "H", "H", "H", "H", "H", "H", "H", "H", "H", "H", "H", "H", "H", "H", "H", "H", "H", "H", "H", "H", "H", "H", "H", "H", "H", "H", "H", "H", "H", "H", "H", "H", "H", "H", "H", "H"], "xyz": [[0.076, 1.874, 0.879], [-2.001, 2.053, 3.679], [-4.136, 0.062, 3.883], [-1.085, -1.149, 0.181], [-3.004, 0.521, -1.538], [1.616, -1.305, 1.971], [3.059, 1.664, -1.985], [-1.049, -0.655, 1.591], [1.527, 4.424, 0.373], [2.151, 2.644, -0.946], [2.314, -0.078, -1.886], [2.446, 6.618, 0.114], [1.836, -3.881, 0.808], [0.416, -4.741, -0.930], [6.023, -2.474, 2.777], [-0.290, -1.884, 6.142], [-5.338, -2.668, -0.276], [-0.091, -2.648, 0.130], [0.514, -0.789, 5.853], [1.521, -4.875, -0.109], [-2.154, -1.334, -3.529], [-2.023, -0.065, -2.968], [5.664, -1.696, 1.687], [1.063, -0.645, 4.587], [3.252, 6.151, -0.928], [-4.928, -1.519, -0.936], [-3.612, -1.071, -0.828], [-6.552, 2.443, -2.032], [5.048, -2.914, 3.662], [0.024, -2.694, 3.897], [-4.529, 1.154, -2.322], [-5.359, 1.946, -1.528], [-0.537, -2.833, 5.159], [-2.730, -1.824, -0.050], [4.889, 1.495, -1.490], [-1.088, 0.820, -3.504], [1.050, -2.736, 0.942], [-4.450, -3.388, 0.513], [0.831, -1.601, 3.599], [3.717, -2.587, 3.453], [4.333, -1.361, 1.484], [-6.088, 1.401, -4.146], [-3.139, -2.962, 0.627], [2.299, 3.935, -0.647], [3.188, 4.836, -1.310], [3.342, -1.810, 2.356], [-0.440, -0.820, -5.137], [3.036, 2.182, -3.816], [0.704, 6.127, 1.860], [-0.392, -3.623, -0.809], [1.603, 5.706, 0.727], [-0.307, 0.448, -4.587], [-2.637, 0.673, 4.594], [-6.917, 2.171, -3.342], [-1.362, -1.710, -4.606], [-4.901, 0.893, -3.639], [2.153, -5.750, -0.191], [5.417, 0.784, -2.133], [0.181, -5.502, -1.662], [-4.258, 0.294, -4.272], [6.419, -1.337, 0.999], [0.920, 5.537, 2.753], [1.687, 0.214, 4.368], [-7.842, 2.567, -3.741], [2.093, 2.675, -4.064], [-1.163, -3.689, 5.378], [-0.721, -1.998, 7.129], [2.966, -2.936, 4.152], [1.241, -0.086, -2.101], [5.414, 2.451, -1.552], [2.477, 7.650, 0.436], [-2.880, -2.031, -3.126], [-6.364, -3.000, -0.370], [2.796, -0.762, -2.590], [-7.191, 3.052, -1.405], [-5.635, -0.958, -1.533], [0.828, 7.182, 2.103], [-1.895, -0.117, 4.566], [5.324, -3.514, 4.520], [3.927, 6.830, -1.437], [3.800, 4.464, -2.122], [0.181, -1.116, -5.972], [-0.169, -3.444, 3.139], [4.978, 1.149, -0.457], [3.838, 2.886, -4.050], [3.158, 1.320, -4.478], [2.447, -0.491, -0.881], [-0.342, 5.954, 1.595], [-4.779, -4.275, 1.037], [4.062, -0.737, 0.640], [0.712, -0.044, 6.613], [-0.954, 1.801, -3.061], [-1.260, -3.510, -1.446], [-5.066, 2.172, -0.509], [-1.469, -2.700, -5.032], [-6.365, 1.197, -5.173], [2.722, -3.986, 1.419], [-2.843, 1.004, 5.605], [0.425, 1.140, -4.984], [-2.435, -3.509, 1.242], [7.062, -2.729, 2.943]]}

Entry 5:
{"formula": "C3H4MgO4", "method": "the ωB97M-V functional and the def2-TZVPD basis", "multiplicity": 2, "total_energy_ev": -16810.611, "de_lowest_ev": 0.000, "charge": -1, "molar_mass_g_mol": 128.37, "orbital_gap_ev": [5.24, 4.51], "species": ["Mg", "O", "O", "O", "O", "C", "C", "C", "H", "H", "H", "H"], "xyz": [[-0.015, -1.943, -3.109], [-1.438, 1.245, 0.054], [0.178, 0.036, -2.488], [0.405, -1.644, -1.086], [0.940, 0.455, -0.445], [0.380, -0.389, -1.306], [-0.854, 0.703, 1.159], [0.601, 0.285, 0.944], [0.730, -0.781, 1.190], [-0.863, 1.380, 2.051], [-1.351, -0.248, 1.489], [1.285, 0.901, 1.546]]}

Entry 6:
{"formula": "C2H5N3O", "method": "the ωB97M-V functional and the def2-TZVPD basis", "multiplicity": 1, "total_energy_ev": -8670.003, "de_lowest_ev": 3.639, "molar_mass_g_mol": 87.08, "orbital_gap_ev": 10.36, "species": ["O", "N", "N", "N", "C", "C", "H", "H", "H", "H", "H"], "xyz": [[-2.028, 0.580, -0.596], [-1.847, -0.570, 0.141], [1.533, -0.455, -0.432], [0.473, 1.494, 0.424], [0.529, 0.200, 0.196], [-0.627, -0.715, 0.596], [-1.099, 0.772, -0.894], [-0.317, 1.560, 1.083], [-0.263, -1.567, 1.294], [2.290, 0.066, -1.079], [1.357, -1.366, -0.734]]}

Entry 7:
{"formula": "C4H5LiOYb", "method": "the ωB97M-V functional and the def2-TZVPD basis", "multiplicity": 3, "total_energy_ev": -37989.634, "charge": 2, "molar_mass_g_mol": 249.06, "orbital_gap_ev": [5.61, 5.36], "species": ["Yb", "O", "C", "C", "C", "C", "Li", "H", "H", "H", "H", "H"], "xyz": [[0.369, 1.279, -2.858], [-0.881, 1.231, -0.962], [1.794, -0.791, 0.070], [0.587, -0.422, 0.472], [-0.723, -0.772, 0.922], [-0.523, 0.885, 0.298], [-2.736, 0.933, -0.743], [2.562, -0.042, -0.142], [-1.374, -1.340, 0.246], [-0.152, 1.724, 0.908], [2.007, -1.827, -0.203], [-0.931, -0.857, 1.991]]}